(P)
The ion C4H11N2 with charge +1. Source: the Open Molecules 2025 dataset; level of theory: the ωB97M-V functional and the def2-TZVPD basis.

```
! wB97M-V def2-TZVPD RIJCOSX def2/J DEFGRID3
* xyz 1 1
N -0.859 0.330 0.376
N 1.410 0.189 0.051
C -0.035 -1.167 -1.389
C -2.283 -0.136 0.251
C 2.025 1.144 1.024
C 0.229 -0.174 -0.225
H 1.247 1.687 1.603
H -2.938 0.196 1.105
H 2.222 -0.194 -0.564
H -0.085 -2.171 -1.035
H 2.703 1.839 0.659
H 0.818 -1.136 -2.106
H -2.296 -1.192 0.334
H -1.010 1.222 0.790
H -0.904 -0.972 -1.924
H -2.715 0.154 -0.668
H 2.472 0.380 1.717
*
```

**HOMO**: -14.61 eV
**Gap between HOMO and LUMO**: 11.58 eV
**Structure (SMILES)**: CN/C(C)=[NH+]\C

Atom charges from the Löwdin analysis, given in e for atoms 1 to 4:
1 N 0.05
2 N 0.04
3 C 0.05
4 C -0.02



(Q)
A cluster of 2 separate species, C4H11N2 in total. Source: the Open Molecules 2025 dataset; level of theory: the ωB97M-V functional and the def2-TZVPD basis.

```
! wB97M-V def2-TZVPD RIJCOSX def2/J DEFGRID3
* xyz 1 1
N -1.793 -0.213 0.084
N 0.796 0.234 -0.049
C -2.443 -1.344 0.163
C 1.828 -0.505 -0.065
C 3.202 -0.041 -0.002
C -2.312 1.037 -0.218
H -2.212 1.892 0.445
H 3.706 -0.204 0.946
H -1.811 -2.182 0.302
H -3.399 1.094 -0.307
H -3.495 -1.337 0.004
H -1.842 1.375 -1.146
H 0.978 1.251 -0.182
H 3.225 0.994 -0.348
H -0.273 -0.192 -0.080
H 3.954 -0.602 -0.654
H 1.557 -1.594 -0.155
*
```

**HOMO**: -14.38 eV
**Gap between HOMO and LUMO**: 10.52 eV

Atom charges from the Löwdin analysis, given in e for atoms 1 to 4:
1 N -0.14
2 N 0.17
3 C 0.10
4 C -0.15



(R)
A cluster of 2 separate species, C4H11N2 in total. Source: the Open Molecules 2025 dataset; level of theory: the ωB97M-V functional and the def2-TZVPD basis.

```
! wB97M-V def2-TZVPD RIJCOSX def2/J DEFGRID3
* xyz 1 1
N -1.276 0.839 -0.300
N 1.744 -2.456 1.127
C 0.980 -1.421 1.174
C 0.564 2.239 -1.066
C -1.872 -0.439 -0.032
C -0.129 0.970 -0.860
H 1.509 2.208 -0.518
H -1.092 -1.101 0.378
H -2.263 -0.883 -0.947
H 2.263 -2.864 1.908
H -1.778 1.670 0.003
H 0.906 -1.020 2.203
H -2.688 -0.329 0.676
H -0.011 3.103 -0.746
H 1.912 -2.922 0.245
H 0.845 2.352 -2.114
H 0.386 0.055 -1.130
*
```

**HOMO**: -12.28 eV
**Gap between HOMO and LUMO**: 8.39 eV

Atom charges from the Löwdin analysis, given in e for atoms 1 to 4:
1 N 0.04
2 N 0.01
3 C -0.04
4 C -0.01



Stability summary: most stable (P), least stable (R).



(P)
A cluster of 2 separate species, C4H11N2 in total. Source: the Open Molecules 2025 dataset; level of theory: the ωB97M-V functional and the def2-TZVPD basis.

```
! wB97M-V def2-TZVPD RIJCOSX def2/J DEFGRID3
* xyz 1 1
N -2.496 -0.051 0.090
N 1.510 -0.402 0.164
C 2.928 -0.538 0.059
C -3.655 0.488 -0.367
C 1.119 1.007 0.323
C 0.811 -1.412 0.038
H -3.487 1.422 -0.807
H 3.303 -1.518 -0.234
H 3.347 -0.220 1.052
H -3.844 -0.141 -1.219
H 2.056 1.745 0.261
H -2.570 -1.138 0.168
H 0.459 1.294 -0.549
H 3.270 0.274 -0.676
H -4.539 0.428 0.325
H 1.185 -2.456 0.072
H 0.605 1.216 1.299
*
```

**HOMO (alpha / beta)**: -12.89 / -12.74 eV
**Gap between HOMO and LUMO (alpha / beta)**: 8.02 / 6.21 eV

Atom charges from the Löwdin analysis, given in e for atoms 1 to 4:
1 N -0.02
2 N -0.24
3 C -0.03
4 C -0.26



(Q)
A cluster of 2 separate species, C4H11N2 in total. Source: the Open Molecules 2025 dataset; level of theory: the ωB97M-V functional and the def2-TZVPD basis.

```
! wB97M-V def2-TZVPD RIJCOSX def2/J DEFGRID3
* xyz 1 1
N -0.842 2.692 0.602
N -2.140 -1.560 -1.767
C 0.495 0.686 0.796
C 1.289 -0.230 0.165
C 1.815 -1.475 0.731
C -0.253 1.592 0.064
H -2.032 -0.828 -2.439
H 2.803 -1.700 0.324
H -0.243 3.519 0.546
H -0.284 1.466 -1.015
H 1.153 -2.286 0.419
H 1.340 -0.111 -0.915
H 0.512 0.813 1.866
H 1.876 -1.414 1.815
H -2.845 -2.262 -1.854
H -1.027 2.521 1.589
H -1.616 -1.425 -0.928
*
```

**HOMO**: -12.48 eV
**Gap between HOMO and LUMO**: 6.00 eV

Atom charges from the Löwdin analysis, given in e for atoms 1 to 4:
1 N 0.14
2 N 0.03
3 C -0.06
4 C -0.02



(R)
The ion C4H11N2 with charge +1. Source: the Open Molecules 2025 dataset; level of theory: the ωB97M-V functional and the def2-TZVPD basis.

```
! wB97M-V def2-TZVPD RIJCOSX def2/J DEFGRID3
* xyz 1 1
N 1.375 -0.727 0.952
N -2.532 -0.992 -0.847
C 0.729 1.159 -0.531
C -0.197 0.080 -1.043
C 1.195 0.767 1.010
C -1.534 -0.077 -0.523
H 2.060 1.225 1.342
H -3.393 -0.863 -0.378
H 0.069 -0.274 -2.083
H 0.290 0.881 1.685
H 2.279 -0.994 0.413
H 1.491 -1.244 1.902
H -2.513 -1.839 -1.212
H -1.763 0.701 0.228
H 0.264 2.150 -0.284
H 1.622 1.278 -1.117
H 0.558 -1.230 0.487
*
```

**HOMO**: -12.07 eV
**Gap between HOMO and LUMO**: 8.65 eV
**Structure (SMILES)**: N/C=C/CC[NH3+]

Atom charges from the Löwdin analysis, given in e for atoms 1 to 4:
1 N 0.09
2 N 0.12
3 C -0.17
4 C -0.17



(S)
The ion C4H11N2 with charge +1. Source: the Open Molecules 2025 dataset; level of theory: the ωB97M-V functional and the def2-TZVPD basis.

```
! wB97M-V def2-TZVPD RIJCOSX def2/J DEFGRID3
* xyz 1 1
N -1.166 -1.498 -0.128
N 0.525 0.471 1.702
C -1.445 -0.096 -0.560
C 1.388 0.110 0.552
C 0.960 0.726 -0.762
C -0.442 0.525 -1.243
H 2.369 0.581 0.731
H 1.612 -0.951 0.520
H 1.645 0.230 -1.464
H 1.127 1.822 -0.738
H 0.127 1.388 1.508
H -0.267 -1.416 0.429
H -0.837 -2.096 -0.880
H -0.725 1.058 -2.170
H -2.318 0.381 -0.131
H 1.115 0.709 2.494
H -1.965 -1.847 0.401
*
```

**HOMO**: -13.34 eV
**Gap between HOMO and LUMO**: 8.87 eV
**Structure (SMILES)**: NCC/C=C\[NH3+]

Atom charges from the Löwdin analysis, given in e for atoms 1 to 4:
1 N 0.20
2 N 0.00
3 C -0.07
4 C -0.30



Stability summary: most stable (R), least stable (P).



(P)
The ion C4H11N2 with charge +1. Source: the Open Molecules 2025 dataset; level of theory: the ωB97M-V functional and the def2-TZVPD basis.

```
! wB97M-V def2-TZVPD RIJCOSX def2/J DEFGRID3
* xyz 1 1
N 0.192 0.597 1.988
N -1.399 -0.536 -2.209
C 0.817 0.172 0.669
C -1.250 -0.471 -0.747
C 2.092 -0.223 0.740
C -0.059 0.480 -0.526
H -1.074 -1.396 -0.181
H -2.220 -0.116 -0.412
H 2.743 -0.258 1.583
H 0.844 0.824 2.772
H -0.907 -1.328 -2.623
H 0.561 0.404 -1.423
H -0.300 1.434 1.643
H -2.384 -0.609 -2.427
H -0.326 1.547 -0.411
H -0.456 -0.166 2.234
H 2.516 -0.589 -0.186
*
```

**HOMO**: -13.12 eV
**Gap between HOMO and LUMO**: 9.41 eV
**Structure (SMILES)**: C=C([NH3+])CCN

Atom charges from the Löwdin analysis, given in e for atoms 1 to 4:
1 N 0.23
2 N 0.00
3 C -0.29
4 C -0.27



(Q)
A cluster of 2 separate species, C4H11N2 in total. Source: the Open Molecules 2025 dataset; level of theory: the ωB97M-V functional and the def2-TZVPD basis.

```
! wB97M-V def2-TZVPD RIJCOSX def2/J DEFGRID3
* xyz 1 1
N 1.648 -0.002 -0.171
N -0.179 1.465 -0.128
C 0.552 0.671 0.490
C -1.039 -1.672 -0.115
C -1.239 2.279 0.330
C 0.122 -2.050 -0.605
H 1.192 -0.667 -0.883
H -1.928 -1.775 -0.717
H 2.268 0.758 -0.551
H 2.251 -0.661 0.320
H -1.759 1.710 1.004
H -1.816 2.377 -0.529
H -0.940 3.332 0.656
H 0.170 -2.715 -1.559
H 0.646 0.334 1.485
H -1.069 -1.174 0.932
H 1.119 -2.209 0.040
*
```

**HOMO**: -14.50 eV
**Gap between HOMO and LUMO**: 10.78 eV

Atom charges from the Löwdin analysis, given in e for atoms 1 to 4:
1 N 0.15
2 N 0.05
3 C -0.23
4 C -0.03



Stability summary: most stable (P), least stable (Q).